Record 1
Entry from OMol25: 3 unconnected molecules or ions with the total composition C12H22BrN4 (wB97M-V/def2-TZVPD).

Results
**Spin multiplicity**: 2
**Gap between HOMO and LUMO (spin up / spin down)**: 0.1289 / 0.2310 Ha
**E**: -88799.22697 eV
**E_HOMO (spin up / spin down)**: -4.01 / -6.79 eV
**⟨S²⟩**: 0.757
**Lowest unoccupied orbital energy (spin up / spin down)**: -0.50 / -0.51 eV

Element x y z (Å)
C  0.8397  -3.6301  1.5123
C  2.1390  -2.8354  1.3055
N  2.0449  -1.4108  0.9620
C  1.3155  -0.4946  1.6681
C  1.4158  0.7218  0.9563
N  2.1102  0.4909  -0.2077
C  2.4582  -0.8424  -0.2457
C  2.4136  1.3319  -1.2611
H  1.0197  -4.5483  2.0716
H  0.5977  -3.8532  0.4732
H  0.0705  -2.9774  1.9249
H  2.7952  -3.2969  0.5676
H  2.7365  -2.7593  2.2140
H  1.0280  -0.7319  2.6818
H  1.2052  1.7651  1.1396
H  2.8248  -1.2388  -1.1811
H  1.7718  1.1486  -2.1228
H  3.4662  1.3617  -1.5426
H  2.1328  2.3613  -1.0382
C  -0.9934  1.5996  -3.6299
C  -1.9384  0.6487  -2.7843
N  -1.8288  0.6479  -1.2823
C  -1.9657  -0.5281  -0.4512
C  -1.9480  -0.0890  0.8725
N  -1.9369  1.2826  0.9680
C  -1.8174  1.6975  -0.4079
C  -1.9767  2.0830  2.1549
H  -0.8296  2.4880  -3.0199
H  -1.2890  1.8730  -4.6428
H  -0.0889  0.9969  -3.5479
H  -1.6686  -0.3621  -3.0903
H  -2.9999  0.7611  -3.0050
H  -2.0794  -1.5202  -0.8626
H  -2.0119  -0.6559  1.7895
H  -1.7134  2.7257  -0.7217
H  -1.8059  3.1159  1.8516
H  -1.3261  1.7274  2.9539
H  -3.0421  2.0690  2.3847
Br  -1.1253  -1.1234  4.5931

Forces on atoms 1 to 6 (eV/Å):
0.71 1.06 -1.40
1.10 0.83 1.13
-0.88 -0.95 -1.23
1.02 2.55 -0.96
-0.51 -1.16 1.17
0.27 -1.09 1.09

Record 2
Entry from OMol25: a molecular structure, C5H8NiO3 (wB97M-V/def2-TZVPD).

Results
**Spin multiplicity**: 3
**Gap between HOMO and LUMO (spin up / spin down)**: 0.2627 / 0.2408 Ha
**E**: -52494.05847 eV
**E_HOMO (spin up / spin down)**: -7.86 / -7.77 eV
**⟨S²⟩**: 2.009
**Lowest unoccupied orbital energy (spin up / spin down)**: -0.71 / -1.22 eV

Element x y z (Å)
Ni  1.3847  1.5544  -0.9137
O  -0.4360  1.7995  -0.9358
O  -0.0470  -0.3982  -0.5380
C  0.9728  -1.2674  -0.9402
C  2.0866  -0.9559  0.0539
O  1.9990  0.3944  0.4240
C  -0.6852  0.7645  -0.1103
H  0.6265  -2.3078  -0.8610
H  1.2255  -1.1172  -2.0010
H  3.0640  -1.2910  -0.3303
H  1.8795  -1.5423  0.9698
C  -2.1272  0.4232  0.1531
C  -1.5181  1.0751  1.3908
H  -2.8375  1.0320  -0.4154
H  -2.3449  -0.6471  0.2335
H  -1.8689  2.0957  1.5873
H  -1.3739  0.3882  2.2336

Forces on atoms 1 to 6 (eV/Å):
0.06 -0.31 1.12
1.21 0.86 0.19
-2.29 -1.64 -0.16
0.59 0.77 0.95
0.25 -0.54 0.67
1.32 0.79 -1.42

Record 3
Entry from OMol25: 7 unconnected molecules or ions with the total composition C7H28O7 (wB97M-V/def2-TZVPD).

Results
**SMILES string**: CO.CO.CO.CO.CO.CO.CO
**Gap between HOMO and LUMO**: 0.3785 Ha
**E**: -22042.42974 eV
**E_HOMO**: -10.04 eV
**Lowest unoccupied orbital energy**: 0.26 eV

Element x y z (Å)
C  4.9491  6.5940  5.8927
O  4.8512  6.4963  7.2824
H  4.5182  7.5503  5.5671
H  5.9526  6.4308  5.4875
H  4.3162  5.8089  5.4805
H  5.2463  7.2721  7.6805
C  5.8973  8.2686  11.0501
O  7.1162  8.7393  10.5327
H  5.6401  7.3131  10.5523
H  6.0477  8.1011  12.1277
H  5.1071  9.0313  10.8656
H  6.9665  8.8997  9.6016
C  5.7796  10.2134  7.4627
O  6.4545  8.9954  7.7056
H  5.3325  10.4849  8.4252
H  6.5382  10.9477  7.1987
H  5.0200  10.1538  6.6889
H  6.9088  8.7178  6.8831
C  8.6505  5.9186  7.7866
O  8.8290  4.8277  8.6648
H  9.5853  6.2092  7.3023
H  7.9661  5.6813  6.9616
H  8.2627  6.7598  8.3445
H  8.0128  4.6882  9.1881
C  10.3262  9.7639  8.1229
O  11.5888  10.4067  8.0835
H  10.2889  8.8849  7.4774
H  10.1545  9.4644  9.1522
H  9.5284  10.4416  7.8687
H  11.7369  10.7127  7.1858
C  6.9692  11.7931  11.0134
O  6.9328  13.2032  10.8628
H  7.5227  11.4148  10.1744
H  7.5770  11.5754  11.8884
H  6.0239  11.2307  11.0632
H  6.4564  13.5665  11.6073
C  9.0456  9.3185  4.8741
O  8.2259  8.4356  5.6666
H  8.9799  10.3097  5.3109
H  10.0925  8.9908  4.7939
H  8.5378  9.4129  3.9214
H  8.1321  7.6114  5.1681

Forces on atoms 1 to 6 (eV/Å):
-0.78 0.10 -0.29
0.05 -0.59 0.48
0.35 -0.06 -0.31
0.15 0.21 0.12
0.02 -0.04 -0.07
0.30 0.43 0.11

Record 4
Entry from OMol25: 12 unconnected molecules or ions with the total composition C4H32NO13 (wB97M-V/def2-TZVPD).

Results
**Gap between HOMO and LUMO**: 0.3821 Ha
**E**: -32769.82047 eV
**Net charge**: +1
**E_HOMO**: -12.87 eV
**Lowest unoccupied orbital energy**: -2.47 eV

Element x y z (Å)
O  0.6955  -0.0664  -3.1858
C  1.2333  -0.4440  -1.9969
C  1.4244  0.5980  -0.9511
N  1.7642  -0.1854  0.2779
C  2.0902  0.9067  1.3519
C  3.5896  1.0407  1.5705
O  1.5105  -1.6053  -1.8666
H  0.1475  0.7266  -3.0748
H  0.4464  1.0251  -0.6568
H  2.2367  1.2589  -1.2529
H  2.5216  -0.8678  0.1871
H  0.9322  -0.6478  0.6298
H  1.5114  1.7511  1.0253
H  1.6128  0.5905  2.2950
H  3.7308  1.7317  2.4075
H  4.2070  0.1339  1.7435
H  4.0830  1.4420  0.6747
H  -0.9218  3.3703  2.2732
H  -1.3353  2.2437  1.4497
O  -1.6100  2.6891  2.2665
H  -0.8139  -3.0643  0.3648
H  -1.8262  -3.3776  1.3858
O  -0.8863  -3.1074  1.3371
H  -1.6442  1.2252  2.9006
H  -1.9548  0.4272  4.1030
O  -1.6780  0.2743  3.1933
H  2.0093  4.1545  -2.9595
H  2.9234  2.9203  -3.2148
O  2.2301  3.2757  -2.6405
H  0.3521  4.4467  0.0964
H  -0.8067  3.4572  -0.5731
O  -0.1201  3.6183  0.0846
H  -2.4138  1.8124  -1.7928
H  -2.2360  0.3189  -1.4050
O  -1.7522  1.1493  -1.5824
H  -1.8300  -0.0086  0.5560
H  -1.2317  -0.9581  1.5741
O  -1.0136  -0.4789  0.7588
H  -4.8502  -0.1201  -1.3111
H  -3.9091  -0.9876  -0.4821
O  -3.9366  -0.1838  -1.0266
H  -0.1169  -3.0320  -2.0490
H  -0.4006  -4.5045  -1.4910
O  -0.5912  -3.5623  -1.4092
H  2.0810  -3.4230  -0.4630
H  1.9034  -3.3166  1.1089
O  2.2191  -2.8833  0.3044
H  -3.4654  -3.9753  0.1205
H  -2.9508  -2.7373  -0.7684
O  -3.1601  -3.0509  0.1123

Forces on atoms 1 to 6 (eV/Å):
0.04 0.30 0.86
-1.11 -0.76 -2.27
-0.51 -1.75 0.78
0.96 2.69 1.44
0.02 -2.40 0.73
0.55 0.53 -0.77